Here is a structure of composition C4H12BrNO from the OMol25 dataset. Energies are from wB97M-V/def2-TZVPD.

Geometry (Å):
Br -13.32 17.64 5.41
O -15.52 17.08 3.07
N -18.08 17.53 1.81
C -17.87 15.69 3.57
C -17.88 17.23 3.35
C -16.53 17.82 3.74
C -14.14 17.50 3.43
H -13.70 17.94 2.53
H -17.91 18.49 1.56
H -13.91 18.20 4.23
H -17.43 15.38 4.51
H -18.80 15.20 3.28
H -18.93 17.21 1.36
H -18.62 17.75 3.95
H -13.66 16.53 3.56
H -17.37 17.14 1.21
H -16.39 18.82 3.35
H -16.26 17.79 4.79
H -17.13 15.26 2.89

* DFT total energy: -2863.307837 Ha
* frontier orbital gap: 0.1071 Eh
* multiplicity: 1
* F_max: 0.312 Eh/bohr
* energy relative to the best compared isomer or geometry (same formula, charge and spin): 165.8 kcal/mol
* highest occupied orbital energy: -3.99 eV